{"formula": "C72H105N13O10S5", "method": "the ωB97M-V functional and the def2-TZVPD basis", "elements": ["C", "C", "C", "S", "O", "O", "C", "H", "H", "H", "H", "H", "H", "H", "H", "C", "C", "C", "S", "O", "O", "C", "H", "H", "H", "H", "H", "H", "H", "H", "C", "C", "C", "S", "O", "O", "C", "H", "H", "H", "H", "H", "H", "H", "H", "C", "C", "C", "S", "O", "O", "C", "H", "H", "H", "H", "H", "H", "H", "H", "C", "C", "C", "S", "O", "O", "C", "H", "H", "H", "H", "H", "H", "H", "H", "N", "C", "C", "C", "C", "H", "H", "H", "H", "H", "N", "C", "C", "C", "C", "H", "H", "H", "H", "H", "N", "C", "C", "C", "C", "H", "H", "H", "H", "H", "N", "C", "C", "C", "C", "H", "H", "H", "H", "H", "N", "C", "C", "C", "C", "H", "H", "H", "H", "H", "N", "C", "C", "C", "C", "H", "H", "H", "H", "H", "N", "C", "C", "C", "C", "H", "H", "H", "H", "H", "N", "C", "C", "C", "C", "H", "H", "H", "H", "H", "N", "C", "C", "C", "C", "H", "H", "H", "H", "H", "N", "C", "C", "C", "C", "H", "H", "H", "H", "H", "N", "C", "C", "C", "C", "H", "H", "H", "H", "H", "N", "C", "C", "C", "C", "H", "H", "H", "H", "H", "N", "C", "C", "C", "C", "H", "H", "H", "H", "H"], "xyz": [[-3.170, -3.283, -2.515], [-3.477, -4.655, -3.186], [-3.973, -4.364, -4.674], [-3.727, -2.490, -5.056], [-4.886, -1.680, -4.701], [-3.021, -2.287, -6.322], [-2.622, -2.325, -3.602], [-2.518, -3.398, -1.649], [-4.056, -2.918, -1.996], [-4.259, -5.206, -2.663], [-2.677, -5.391, -3.262], [-4.993, -4.675, -4.901], [-3.277, -4.842, -5.365], [-2.616, -1.257, -3.382], [-1.603, -2.589, -3.885], [4.315, 2.420, -4.121], [5.408, 2.171, -3.102], [6.337, 3.353, -2.780], [5.263, 4.882, -3.222], [5.924, 5.621, -4.338], [4.898, 5.620, -1.967], [3.791, 3.880, -3.913], [3.473, 1.744, -3.972], [4.681, 2.354, -5.146], [6.011, 1.284, -3.296], [4.896, 1.783, -2.221], [7.257, 3.259, -3.359], [6.480, 3.454, -1.705], [3.292, 4.415, -4.721], [2.970, 3.931, -3.197], [-0.110, -3.461, 2.710], [-0.357, -2.231, 3.718], [-0.815, -2.716, 5.080], [-1.377, -4.499, 4.800], [-2.732, -4.476, 4.258], [-0.951, -5.312, 5.941], [-0.212, -4.788, 3.474], [0.855, -3.457, 2.202], [-0.838, -3.457, 1.899], [-1.210, -1.640, 3.384], [0.520, -1.586, 3.767], [-1.584, -2.226, 5.677], [0.107, -2.790, 5.657], [-0.663, -5.647, 2.976], [0.737, -4.953, 3.984], [-1.616, -0.202, -0.142], [-0.811, -1.319, -0.823], [0.637, -1.096, -0.370], [0.785, 0.648, 0.285], [1.858, 1.288, -0.554], [0.829, 0.619, 1.753], [-0.851, 1.123, -0.325], [-1.691, -0.580, 0.877], [-2.644, -0.184, -0.504], [-0.861, -1.311, -1.912], [-1.127, -2.324, -0.542], [1.398, -1.276, -1.130], [0.903, -1.838, 0.382], [-0.770, 1.451, -1.362], [-1.196, 1.954, 0.291], [2.269, 4.573, 0.978], [1.742, 5.259, -0.329], [0.230, 5.317, -0.270], [-0.174, 5.367, 1.587], [-1.021, 4.227, 1.937], [-0.550, 6.750, 1.950], [1.513, 5.132, 2.170], [3.319, 4.854, 1.064], [2.047, 3.506, 0.946], [2.133, 4.635, -1.132], [2.097, 6.290, -0.324], [-0.176, 4.375, -0.641], [-0.248, 6.188, -0.718], [1.495, 4.676, 3.161], [2.033, 6.068, 2.372], [5.536, -4.830, 1.913], [5.187, -4.585, 0.616], [6.117, -3.687, 0.101], [6.978, -3.308, 1.128], [6.580, -3.999, 2.279], [5.173, -5.479, 2.597], [4.398, -5.169, 0.166], [6.178, -3.362, -0.927], [7.865, -2.702, 1.016], [6.993, -3.945, 3.275], [-3.029, 6.531, -2.520], [-3.847, 6.905, -1.479], [-3.819, 6.026, -0.493], [-2.999, 4.986, -0.929], [-2.527, 5.358, -2.181], [-2.785, 6.985, -3.388], [-4.410, 7.826, -1.464], [-4.366, 6.103, 0.435], [-2.739, 4.115, -0.345], [-1.830, 4.916, -2.878], [-0.824, 0.629, 6.265], [0.226, 1.173, 5.633], [-0.220, 1.562, 4.397], [-1.584, 1.201, 4.334], [-1.935, 0.540, 5.459], [-0.719, 0.256, 7.198], [1.205, 1.140, 6.088], [0.348, 2.004, 3.592], [-2.186, 1.537, 3.502], [-2.797, 0.015, 5.845], [1.797, -6.431, -2.645], [1.305, -5.423, -3.432], [0.981, -4.401, -2.553], [1.342, -4.793, -1.260], [1.825, -6.034, -1.324], [2.100, -7.332, -2.986], [1.334, -5.426, -4.511], [0.543, -3.469, -2.879], [1.166, -4.206, -0.370], [2.237, -6.748, -0.626], [-3.426, 1.855, -6.344], [-2.362, 2.644, -6.612], [-1.716, 3.021, -5.441], [-2.340, 2.283, -4.324], [-3.424, 1.643, -4.972], [-3.940, 1.323, -7.033], [-2.224, 2.930, -7.644], [-0.803, 3.597, -5.411], [-2.106, 2.327, -3.271], [-4.214, 1.076, -4.503], [-3.594, 5.507, 2.813], [-4.606, 4.795, 3.327], [-5.557, 5.651, 3.815], [-5.093, 6.926, 3.474], [-3.888, 6.815, 2.898], [-2.716, 5.140, 2.475], [-4.551, 3.740, 3.553], [-6.484, 5.401, 4.310], [-5.588, 7.872, 3.638], [-3.123, 7.501, 2.565], [2.189, -1.561, -4.100], [1.616, -0.292, -3.938], [0.570, -0.171, -4.866], [0.519, -1.351, -5.585], [1.512, -2.209, -5.120], [2.927, -1.843, -3.470], [1.980, 0.370, -3.166], [-0.252, 0.525, -4.936], [-0.215, -1.527, -6.358], [1.749, -3.217, -5.427], [-2.146, -7.828, 1.638], [-2.875, -6.764, 2.007], [-2.528, -5.661, 1.234], [-1.656, -6.065, 0.263], [-1.432, -7.449, 0.513], [-2.243, -8.761, 2.010], [-3.426, -6.855, 2.931], [-2.843, -4.657, 1.480], [-1.196, -5.497, -0.532], [-0.791, -8.152, 0.002], [4.607, 0.702, 4.019], [5.806, 0.122, 4.440], [6.058, -0.962, 3.575], [5.113, -0.931, 2.528], [4.161, 0.051, 2.858], [4.245, 1.579, 4.366], [6.286, 0.565, 5.300], [6.825, -1.713, 3.699], [4.932, -1.609, 1.708], [3.194, 0.274, 2.431], [4.122, -3.845, -2.760], [4.945, -3.577, -3.796], [5.317, -2.185, -3.731], [4.648, -1.711, -2.604], [3.889, -2.634, -2.041], [3.761, -4.760, -2.531], [5.150, -4.387, -4.480], [5.885, -1.575, -4.417], [4.892, -0.676, -2.412], [3.353, -2.615, -1.103], [-7.339, 2.214, -1.534], [-5.983, 2.181, -1.468], [-5.532, 0.932, -1.778], [-6.645, 0.240, -2.073], [-7.792, 0.943, -1.780], [-7.912, 3.013, -1.299], [-5.432, 3.005, -1.041], [-4.526, 0.538, -1.813], [-6.700, -0.777, -2.435], [-8.842, 0.701, -1.704], [-4.361, -1.573, 3.301], [-4.706, -0.399, 2.656], [-5.039, -0.709, 1.326], [-4.923, -2.088, 1.198], [-4.561, -2.605, 2.435], [-4.086, -1.767, 4.253], [-4.761, 0.496, 3.259], [-5.455, -0.048, 0.580], [-5.007, -2.639, 0.272], [-4.571, -3.635, 2.760], [3.649, 3.531, 7.307], [2.505, 3.481, 6.549], [2.756, 3.387, 5.186], [4.111, 3.562, 5.116], [4.689, 3.489, 6.398], [3.648, 3.443, 8.313], [1.560, 3.280, 7.031], [2.067, 3.228, 4.370], [4.764, 3.581, 4.256], [5.692, 3.575, 6.790]], "forces_ev_per_angstrom": [[0.0, -0.3, -0.1], [-1.1, 0.6, -1.3], [0.6, 0.7, 0.2], [0.8, -0.9, 1.5], [0.4, -0.8, -0.7], [-0.9, -0.3, 1.2], [-0.1, -0.2, 0.0], [0.6, -0.1, -0.4], [-0.4, 0.3, -0.6], [-0.1, 0.3, 0.1], [0.5, 0.6, 0.2], [0.1, 0.2, 0.1], [-0.2, 0.1, -0.2], [-0.2, 0.0, 0.2], [0.0, -0.2, -0.2], [-0.3, 1.8, -0.8], [0.1, -1.1, 1.2], [-1.9, 0.4, -0.2], [0.7, 0.9, -0.2], [-1.4, -1.3, 2.1], [0.6, -1.7, -2.6], [0.3, 0.1, 1.0], [0.2, -0.1, -0.2], [0.0, -0.2, 0.0], [0.2, 0.1, -0.8], [-0.1, 0.7, 0.6], [-0.1, 0.7, 0.1], [0.3, 0.0, -0.2], [1.0, -0.1, -0.6], [0.5, -0.2, 0.8], [-0.6, 0.0, 0.3], [-1.1, -0.2, -1.1], [0.9, -2.1, 0.2], [1.4, 1.4, 0.8], [0.8, -0.2, 0.8], [-1.2, 0.4, -0.9], [-0.4, 0.7, 0.5], [0.2, 0.4, 0.3], [-0.2, 0.2, 0.1], [0.3, 0.2, -0.7], [-0.1, 0.0, 0.1], [0.0, 0.3, -0.5], [-0.3, -0.4, 0.6], [0.6, 0.0, -0.4], [-0.1, -0.6, -0.1], [-0.5, -0.8, -0.5], [0.7, 0.3, -0.5], [0.4, -0.4, 0.4], [1.8, -0.9, -1.9], [-2.0, -0.7, 2.1], [0.1, 0.4, -1.8], [-0.1, -0.4, 1.1], [0.0, 0.9, 0.5], [0.0, 0.3, -0.1], [0.0, 0.4, -0.1], [-0.2, 0.2, 0.3], [-0.2, 0.6, -0.3], [-0.1, 0.5, 0.6], [0.2, -0.2, 0.0], [-0.1, -0.1, 0.1], [-0.6, -0.3, 0.0], [0.1, 0.0, 1.4], [-0.1, -0.8, 1.2], [0.4, 2.2, -0.9], [0.5, 0.6, -0.1], [-0.2, -2.1, -0.4], [0.4, 0.8, 0.0], [0.1, -0.7, 0.1], [0.7, -0.2, -0.4], [-0.1, 0.6, -0.3], [0.5, -0.2, -0.4], [-0.4, 0.2, 0.1], [0.0, -0.2, 0.1], [-0.1, -0.7, -0.5], [-0.9, 0.7, 0.0], [0.8, 1.1, 1.3], [0.6, -0.4, -0.2], [-1.0, -0.5, -0.6], [0.2, -0.8, 1.4], [0.5, 0.1, -1.5], [-0.4, 0.1, -0.6], [0.1, 0.2, -0.1], [-0.1, 0.0, 0.1], [-0.2, 0.2, 0.2], [-0.2, -0.3, -0.1], [-0.9, 1.1, 0.3], [-1.0, 3.6, -1.5], [-0.5, -1.2, 1.3], [1.1, -0.9, -0.6], [1.3, -2.4, 0.5], [-0.5, 0.2, 0.4], [0.2, 0.1, -0.4], [0.1, 0.0, -0.1], [0.1, -0.1, -0.2], [0.0, -0.4, 0.2], [-0.2, -1.5, 1.6], [0.6, 0.3, -0.7], [0.4, 0.2, 0.1], [-0.3, 0.7, -1.8], [0.4, 0.2, 1.3], [-0.3, -0.1, -0.3], [-0.1, 0.2, -0.1], [-0.1, 0.0, 0.2], [-0.3, -0.5, 0.0], [-0.2, 0.4, -0.3], [0.4, -0.2, -0.4], [-0.1, 0.6, 1.0], [-0.3, 0.2, -1.6], [-0.9, 1.6, 0.9], [1.0, -2.4, -0.6], [0.0, 0.2, 0.1], [-0.2, -0.3, 0.2], [0.1, 0.1, 0.2], [0.2, -0.1, 0.1], [-0.2, 0.3, 0.3], [0.5, -0.2, 2.1], [0.6, 1.1, -0.1], [-0.2, -1.4, 0.2], [-1.4, 0.5, -3.6], [0.4, -0.2, 1.2], [0.0, 0.2, 0.4], [0.4, 0.1, 0.2], [-0.1, 0.1, 0.0], [-0.2, 0.0, -0.1], [0.0, -0.2, -0.1], [0.9, -0.7, -0.3], [-0.7, -1.5, 1.4], [-0.3, -0.3, -0.5], [-1.4, 1.9, 0.7], [1.8, 0.6, -0.8], [-0.1, -0.1, 0.1], [0.2, -0.1, -0.5], [0.1, -0.1, -0.1], [-0.1, -0.1, 0.1], [-0.4, 0.3, 0.0], [-2.0, 1.7, -1.1], [-0.5, -1.0, -0.7], [0.5, 0.4, 1.6], [0.4, -1.5, -0.4], [-0.1, 0.6, 0.3], [-0.1, -0.4, -0.5], [-0.1, 0.0, 0.0], [0.5, 0.6, 0.1], [0.1, -0.3, 0.0], [0.2, 0.2, 0.1], [0.5, 0.3, -2.0], [-0.2, 1.0, 1.5], [-1.8, 0.3, 1.8], [1.3, -2.9, -0.5], [0.5, 0.7, -0.3], [0.1, 0.3, -0.2], [-0.2, 0.4, -0.2], [-0.2, 0.0, -0.2], [0.0, -0.1, 0.1], [-0.1, 0.1, 0.0], [0.7, -1.3, -1.3], [-1.4, -0.5, -1.2], [0.5, 1.2, 0.8], [-2.3, 0.8, 0.8], [1.5, 0.0, 0.9], [0.0, -0.3, 0.1], [0.2, -0.4, -0.1], [0.1, 0.4, -0.1], [0.4, -0.1, 0.1], [0.2, 0.2, -0.1], [-0.4, 1.9, 0.9], [0.8, 1.8, -0.4], [-0.6, -3.5, -0.7], [2.3, 2.9, -1.1], [-0.4, -3.3, 1.4], [-0.2, 0.3, 0.0], [0.3, 0.3, -0.1], [0.1, -0.4, 0.0], [-0.9, 0.1, 1.0], [0.0, -0.2, -0.2], [-0.2, -0.1, 0.9], [1.0, 1.6, 0.9], [1.7, 1.4, -0.1], [-3.4, -3.8, -0.4], [0.4, 0.8, -0.8], [0.2, -0.2, 0.1], [-0.1, 0.2, -0.4], [0.0, 0.4, 0.0], [0.2, -0.1, 0.1], [0.2, -0.1, -0.4], [-0.8, -0.4, -0.8], [0.0, -0.2, -0.2], [0.1, 1.2, 1.7], [0.5, -1.1, 0.4], [0.0, -0.5, -0.9], [-0.2, 0.6, -0.1], [0.1, 0.2, -0.4], [0.3, 0.2, 0.1], [-0.4, -0.2, 0.2], [0.5, 0.1, 0.0], [-0.6, -0.4, -2.1], [-1.7, -1.1, 0.5], [-1.0, 0.8, 1.7], [3.9, -0.7, 0.6], [-0.6, 1.1, 0.1], [0.3, 0.1, -0.3], [0.0, 0.3, 0.1], [0.0, 0.1, 0.4], [-0.2, 0.1, -0.2], [0.1, 0.0, -0.5]], "multiplicity": 1, "total_charge": 0, "homo_lumo_gap_ev": 7.600, "homo_ha": -0.279}